[1]
Formula: C64H52Cl5GeN10O3RbSSi
Source: the OMol25 dataset
Level of theory: ωB97M-V/def2-TZVPD

Computed properties:
Electronic energy in hartree: -8332.9164
Energy above the lowest of the compared OMol25 structures with the same formula, charge and spin in kJ/mol: 40.0
Charge: 0
E_LUMO (spin up / spin down) in eV: -1.207 / -0.874
HOMO-LUMO gap (spin up / spin down) in eV: 5.8 / 6.0
Molecular weight in g mol⁻¹: 1404.7

XYZ file:
```
138
C64H52Cl5GeN10O3RbSSi ωB97M-V/def2-TZVPD
Rb 0.162 -0.615 0.088
S -3.584 1.991 -7.347
N -4.262 1.304 -6.043
C -3.288 1.080 -5.187
C -3.446 0.469 -3.871
C -4.676 0.036 -3.383
C -4.728 -0.558 -2.142
C -3.540 -0.701 -1.427
N -2.366 -0.282 -1.874
C -2.310 0.296 -3.078
C -0.959 0.739 -3.556
N 0.038 0.579 -2.731
C 1.349 0.967 -3.134
C 1.503 1.676 -4.408
C 0.451 1.823 -5.238
C -0.827 1.334 -4.841
C -2.002 1.492 -5.652
N -2.039 2.027 -6.866
H -5.563 0.169 -3.990
H -5.661 -0.920 -1.731
H -3.530 -1.177 -0.450
H 1.869 1.462 -2.303
H 2.472 2.087 -4.658
H 0.541 2.333 -6.189
Cl 6.432 -3.716 3.437
C 5.003 -3.365 2.529
C 4.745 -2.073 2.083
Cl 5.845 -0.790 2.459
C 3.606 -1.801 1.342
Cl 3.240 -0.167 0.842
C 2.662 -2.801 0.966
O 1.654 -2.545 0.244
C 2.945 -4.099 1.482
Cl 1.788 -5.334 1.115
C 4.079 -4.371 2.229
Cl 4.361 -5.975 2.800
O -4.773 -7.289 2.473
N -4.202 -6.354 2.994
O -4.133 -6.174 4.193
C -3.475 -5.414 2.104
C -3.067 -5.930 0.937
C -2.328 -5.132 0.010
C -1.851 -5.660 -1.202
C -1.147 -4.850 -2.046
C -0.948 -3.513 -1.671
N -1.391 -2.995 -0.547
C -2.057 -3.795 0.306
C -2.495 -3.241 1.584
N -2.173 -1.952 1.843
C -2.550 -1.441 2.995
C -3.287 -2.149 3.950
C -3.617 -3.450 3.703
C -3.205 -4.047 2.495
H -3.295 -6.961 0.703
H -2.043 -6.698 -1.444
H -0.745 -5.213 -2.982
H -0.411 -2.842 -2.336
H -2.272 -0.414 3.185
H -3.585 -1.664 4.870
H -4.174 -4.019 4.428
C -0.912 2.319 0.566
Si -1.635 2.891 2.159
C -0.269 2.753 3.454
N 0.742 1.734 3.134
C 2.111 2.209 3.346
C 2.445 2.427 4.822
C 1.905 1.252 5.667
C 1.575 0.047 4.789
C 0.506 0.420 3.760
C -3.173 1.926 2.568
C -3.899 1.300 1.549
C -5.079 0.621 1.825
C -5.552 0.557 3.129
C -4.848 1.178 4.154
C -3.670 1.859 3.873
C -2.125 4.697 2.040
C -1.138 5.659 1.791
C -1.446 7.008 1.700
C -2.762 7.425 1.860
C -3.757 6.491 2.106
C -3.440 5.139 2.192
H 0.068 1.861 0.554
H -1.315 2.568 -0.413
H -0.690 2.628 4.465
H 0.216 3.735 3.465
H 2.253 3.128 2.771
H 2.792 1.477 2.914
H 2.011 3.367 5.172
H 3.529 2.521 4.931
H 0.995 1.558 6.194
H 2.627 0.970 6.435
H 1.206 -0.784 5.392
H 2.477 -0.312 4.284
H -0.468 0.447 4.262
H 0.447 -0.369 3.002
H -3.529 1.328 0.529
H -5.627 0.138 1.024
H -6.469 0.025 3.348
H -5.218 1.132 5.171
H -3.132 2.339 4.685
H -0.103 5.347 1.670
H -0.667 7.735 1.507
H -3.010 8.477 1.793
H -4.784 6.813 2.229
H -4.231 4.422 2.381
N 3.078 4.578 0.359
C 4.297 3.992 0.104
C 4.009 2.828 -0.539
N 2.642 2.685 -0.681
C 2.120 3.752 -0.131
H 2.926 5.456 0.822
H 5.228 4.446 0.396
H 4.695 2.079 -0.908
H 1.066 3.975 -0.059
Ge 2.484 -0.722 -3.028
C 4.335 -0.171 -3.166
C 4.841 0.542 -4.254
C 6.166 0.957 -4.279
C 7.008 0.657 -3.214
C 6.527 -0.072 -2.135
C 5.200 -0.484 -2.113
C 1.933 -2.008 -4.367
C 1.657 -1.682 -5.696
C 1.297 -2.669 -6.605
C 1.216 -3.995 -6.198
C 1.490 -4.333 -4.879
C 1.840 -3.344 -3.967
H 2.227 -1.387 -1.666
H 4.207 0.764 -5.106
H 6.544 1.509 -5.130
H 8.040 0.984 -3.232
H 7.181 -0.321 -1.308
H 4.838 -1.049 -1.262
H 1.711 -0.652 -6.027
H 1.081 -2.405 -7.633
H 0.943 -4.764 -6.909
H 1.436 -5.367 -4.561
H 2.041 -3.615 -2.934
```

[2]
Formula: C15H18ClN3O3
Source: the OMol25 dataset
Level of theory: ωB97M-V/def2-TZVPD

Computed properties:
Electronic energy in hartree: -1432.5572
Structure (SMILES): COCCCNC(=O)CCc1nc(-c2ccccc2Cl)no1
Energy above the lowest of the compared OMol25 structures with the same formula, charge and spin in kJ/mol: 177.7
Charge: 0
E_LUMO in eV: 0.604
HOMO-LUMO gap in eV: 9.7
Molecular weight in g mol⁻¹: 323.8

XYZ file:
```
40
C15H18ClN3O3 ωB97M-V/def2-TZVPD
C 1.170 0.573 3.490
O 2.296 -0.024 2.892
C 2.764 0.705 1.772
C 4.082 0.096 1.299
C 3.882 -1.082 0.347
N 2.958 -2.053 0.886
C 1.899 -2.493 0.178
O 1.715 -2.219 -0.990
C 0.939 -3.371 0.974
C -0.026 -2.466 1.756
C -0.699 -1.538 0.815
N -0.492 -0.267 0.679
C -1.338 0.081 -0.344
C -1.422 1.443 -0.834
C -0.607 2.410 -0.242
C -0.636 3.722 -0.668
C -1.487 4.093 -1.698
C -2.304 3.152 -2.295
C -2.277 1.831 -1.869
Cl -3.310 0.695 -2.636
N -2.025 -0.941 -0.783
O -1.618 -1.996 -0.037
H 0.906 -0.042 4.349
H 1.401 1.589 3.832
H 0.330 0.615 2.788
H 2.920 1.754 2.065
H 2.012 0.676 0.970
H 4.633 -0.231 2.183
H 4.673 0.858 0.789
H 4.849 -1.561 0.149
H 3.462 -0.746 -0.605
H 2.985 -2.187 1.885
H 1.483 -4.015 1.665
H 0.377 -3.986 0.270
H -0.780 -3.075 2.259
H 0.520 -1.874 2.488
H 0.047 2.102 0.558
H 0.002 4.455 -0.199
H -1.515 5.117 -2.037
H -2.970 3.429 -3.097
```

[3]
Formula: C2H3NOS
Source: the OMol25 dataset
Level of theory: ωB97M-V/def2-TZVPD

Computed properties:
Electronic energy in hartree: -606.0256
Energy above the lowest of the compared OMol25 structures with the same formula, charge and spin in kJ/mol: 424.8
Charge: 0
E_LUMO (spin up / spin down) in eV: -2.026 / -2.419
HOMO-LUMO gap (spin up / spin down) in eV: 7.7 / 6.8
Molecular weight in g mol⁻¹: 89.1

XYZ file:
```
8
C2H3NOS ωB97M-V/def2-TZVPD
C 0.876 -1.059 0.300
C -0.778 0.703 -0.096
N -0.354 -0.680 0.205
O -0.059 1.673 0.209
S 2.300 -0.093 -0.026
H 1.061 -2.034 0.369
H -1.220 0.705 -1.180
H -1.827 0.785 0.219
```

[4]
Formula: C11H17N2
Source: the OMol25 dataset
Level of theory: ωB97M-V/def2-TZVPD

Computed properties:
Electronic energy in hartree: -538.4778
Energy above the lowest of the compared OMol25 structures with the same formula, charge and spin in kJ/mol: 427.5
Charge: +1
E_LUMO in eV: -2.982
HOMO-LUMO gap in eV: 9.6
Molecular weight in g mol⁻¹: 177.3

XYZ file:
```
30
C11H17N2 ωB97M-V/def2-TZVPD
C -3.411 0.518 0.255
C -2.688 1.645 -0.064
C -2.858 -0.764 0.154
C -1.330 1.524 -0.443
C -1.524 -0.896 0.024
C -0.771 0.248 -0.331
C -0.717 -2.187 0.049
C 0.791 -2.079 -0.198
C 0.651 0.142 -0.601
C 1.247 0.667 1.684
C 2.954 0.571 0.065
N 1.096 0.278 -1.933
N 1.546 1.024 0.298
H -4.504 0.475 0.495
H -3.191 2.670 -0.075
H -3.414 -1.595 0.401
H -0.902 2.464 -0.649
H -0.814 -2.650 0.964
H -1.247 -2.888 -0.635
H 1.406 -2.165 0.651
H 0.925 -2.287 -1.238
H 1.940 1.084 2.260
H 0.331 1.086 1.887
H 1.408 -0.337 1.902
H 3.588 0.692 0.906
H 3.035 -0.467 -0.009
H 3.553 1.036 -0.780
H 0.575 0.895 -2.572
H 1.033 -0.594 -2.413
H 1.294 1.890 -0.052
```

[5]
Formula: C4H14NO2
Source: the OMol25 dataset
Level of theory: ωB97M-V/def2-TZVPD

Computed properties:
Electronic energy in hartree: -365.8853
Energy above the lowest of the compared OMol25 structures with the same formula, charge and spin in kJ/mol: 178.0
⟨S²⟩: 0.7520
Charge: 0
E_LUMO (spin up / spin down) in eV: 0.650 / 0.455
Spin multiplicity: 2
HOMO-LUMO gap (spin up / spin down) in eV: 3.7 / 10.0
Molecular weight in g mol⁻¹: 108.2

XYZ file:
```
21
C4H14NO2 ωB97M-V/def2-TZVPD
C 1.723 -1.093 1.209
C 0.503 -0.239 1.608
C -0.553 -0.206 0.541
C -1.774 -0.686 0.750
N -0.201 0.466 -0.677
H 2.605 -0.720 1.728
H 1.542 -2.109 1.560
H 1.852 -1.131 0.133
H 0.057 -0.597 2.530
H 0.777 0.772 1.934
H -2.105 -1.180 1.656
H -2.593 -0.802 0.056
H -0.675 0.173 -1.532
H 0.795 0.416 -0.920
H -0.326 1.585 -0.675
H -3.681 1.215 -0.524
H -2.838 2.113 -1.411
O -2.769 1.343 -0.822
H 2.867 0.928 -2.179
H 2.619 -0.521 -2.648
O 2.175 0.272 -2.317
```

[6]
Formula: C5H12NO2S
Source: the OMol25 dataset
Level of theory: ωB97M-V/def2-TZVPD

Computed properties:
Electronic energy in hartree: -800.9979
⟨S²⟩: 0.7530
Charge: 0
E_LUMO (spin up / spin down) in eV: 0.412 / -2.100
Spin multiplicity: 2
HOMO-LUMO gap (spin up / spin down) in eV: 9.7 / 7.0
Molecular weight in g mol⁻¹: 150.2

XYZ file:
```
21
C5H12NO2S ωB97M-V/def2-TZVPD
C -1.179 -0.951 -0.446
C -2.559 -1.210 -0.959
S -3.251 -2.819 -1.043
C -0.097 0.007 -1.116
N 0.728 0.825 -0.243
C 1.782 0.088 0.402
C 3.115 0.193 -0.377
O 4.043 0.944 -0.180
H -1.150 -0.468 0.628
H -0.698 -1.954 -0.397
H -2.676 -0.719 -2.060
H -3.351 -0.560 -0.347
H 0.473 -0.803 -1.598
H -0.688 0.624 -1.904
H 0.171 1.300 0.506
H 1.643 -1.008 0.559
H 1.939 0.580 1.366
H 3.236 -0.366 -1.304
H -0.571 2.476 2.138
H -0.223 1.532 3.328
O -0.687 2.289 3.048
```

[7]
Formula: C23H22N4S5Ta
Source: the OMol25 dataset
Level of theory: ωB97M-V/def2-TZVPD

Computed properties:
Electronic energy in hartree: -3155.7458
Charge: +3
E_LUMO in eV: -10.777
HOMO-LUMO gap in eV: 7.1
Molecular weight in g mol⁻¹: 695.7

XYZ file:
```
55
C23H22N4S5Ta ωB97M-V/def2-TZVPD
Ta 0.296 -0.240 -1.543
S 0.590 -1.487 -3.524
C 2.100 -0.583 -3.302
C 3.339 -1.255 -3.266
C 4.486 -0.559 -2.986
C 4.442 0.821 -2.712
C 3.258 1.515 -2.768
C 2.079 0.814 -3.077
S 0.487 1.561 -3.310
C 0.296 2.920 -2.112
C -1.016 2.622 -1.409
C -1.889 3.629 -1.084
C -3.131 3.301 -0.542
C -3.464 1.971 -0.391
C -2.538 0.991 -0.722
C -2.932 -0.448 -0.578
S -1.829 -1.618 -1.449
C -1.270 -2.648 -0.114
C -1.645 -3.982 -0.089
C -1.256 -4.756 0.996
C -0.529 -4.183 2.030
C -0.158 -2.841 1.995
C -0.509 -2.073 0.902
S 2.126 -1.381 -0.284
N -1.317 1.306 -1.191
H 3.365 -2.317 -3.473
H 5.439 -1.072 -2.982
H 5.361 1.352 -2.496
H 3.244 2.590 -2.639
H 0.235 3.860 -2.657
H 1.158 2.965 -1.448
H -1.624 4.659 -1.283
H -3.840 4.078 -0.289
H -4.442 1.680 -0.032
H -3.935 -0.602 -0.978
H -2.928 -0.735 0.474
H -2.235 -4.404 -0.892
H -1.532 -5.801 1.038
H -0.238 -4.785 2.880
H 0.416 -2.430 2.812
C -0.587 0.054 5.116
C -0.613 1.069 3.961
C -0.105 0.432 2.712
N -0.877 0.137 1.727
N -0.154 -0.654 0.744
C 1.280 -0.281 0.849
N 1.294 1.007 0.072
S 1.612 -0.003 2.594
H -0.971 0.526 6.017
H 0.426 -0.289 5.331
H -1.214 -0.809 4.891
H 0.010 1.931 4.207
H -1.628 1.417 3.773
H 2.267 1.278 -0.067
H 0.798 1.751 0.567
```

[8]
Formula: C2H4N2Se
Source: the OMol25 dataset
Level of theory: ωB97M-V/def2-TZVPD

Computed properties:
Electronic energy in hartree: -2589.4594
Structure (SMILES): C1N=NC[Se]1
Energy above the lowest of the compared OMol25 structures with the same formula, charge and spin in kJ/mol: 69.0
Charge: 0
E_LUMO in eV: 0.694
HOMO-LUMO gap in eV: 9.3
Molecular weight in g mol⁻¹: 135.0

XYZ file:
```
9
C2H4N2Se ωB97M-V/def2-TZVPD
C 0.095 -1.340 0.047
N -1.170 -0.615 0.102
N -1.098 0.572 0.000
C 0.049 1.324 0.012
Se 1.557 0.038 0.030
H 0.415 -2.301 0.700
H 0.066 -1.590 -1.009
H -0.018 2.013 -0.816
H 0.104 1.899 0.934
```

[9]
Formula: C23H22AsCl2NO4Re
Source: the OMol25 dataset
Level of theory: ωB97M-V/def2-TZVPD

Computed properties:
Electronic energy in hartree: -4479.2605
Energy above the lowest of the compared OMol25 structures with the same formula, charge and spin in kJ/mol: 0.0
⟨S²⟩: 0.7546
Charge: +2
E_LUMO (spin up / spin down) in eV: -7.124 / -6.802
Spin multiplicity: 2
HOMO-LUMO gap (spin up / spin down) in eV: 7.5 / 8.1
Molecular weight in g mol⁻¹: 708.5

XYZ file:
```
54
C23H22AsCl2NO4Re ωB97M-V/def2-TZVPD
Re 0.118 0.143 -0.650
N -1.752 -1.677 2.503
C -1.134 -1.438 1.367
O -0.460 -0.369 1.245
C -1.163 -2.392 0.217
C -0.866 -1.620 -1.082
H -1.701 -1.002 3.251
H -2.317 -2.502 2.629
H -2.103 -2.946 0.191
H -0.375 -3.126 0.415
H -1.790 -1.333 -1.592
H -0.289 -2.221 -1.787
Cl 1.012 2.798 -0.564
C -0.044 2.710 -1.997
Cl 0.442 1.168 -2.851
C -1.460 2.431 -1.439
O -2.386 3.151 -1.588
O -1.435 1.289 -0.742
H 0.069 3.568 -2.650
O 1.890 -0.465 -0.553
As 3.280 -0.371 0.550
C 2.632 -0.328 2.329
C 2.395 0.892 2.957
C 1.856 0.906 4.233
C 1.555 -0.291 4.869
C 1.779 -1.507 4.233
C 2.317 -1.531 2.958
C 4.265 -1.940 0.155
C 4.302 -2.400 -1.160
C 5.086 -3.500 -1.465
C 5.826 -4.124 -0.469
C 5.792 -3.654 0.836
C 5.009 -2.556 1.158
C 4.148 1.229 0.019
C 4.898 1.943 0.950
C 5.604 3.061 0.531
C 5.568 3.446 -0.801
C 4.833 2.716 -1.728
C 4.120 1.601 -1.323
H 2.631 1.830 2.463
H 1.681 1.847 4.735
H 1.156 -0.277 5.875
H 1.553 -2.435 4.741
H 2.504 -2.481 2.467
H 3.725 -1.914 -1.938
H 5.123 -3.870 -2.480
H 6.437 -4.982 -0.714
H 6.376 -4.141 1.605
H 4.997 -2.183 2.177
H 4.948 1.634 1.989
H 6.188 3.624 1.245
H 6.124 4.316 -1.123
H 4.827 3.012 -2.768
H 3.555 1.028 -2.048
```

[10]
Formula: C35H37BrNiP2
Source: the OMol25 dataset
Level of theory: ωB97M-V/def2-TZVPD

Computed properties:
Electronic energy in hartree: -6120.6921
⟨S²⟩: 2.0372
Charge: 0
E_LUMO (spin up / spin down) in eV: 0.450 / 0.399
Spin multiplicity: 3
HOMO-LUMO gap (spin up / spin down) in eV: 4.5 / 6.7
Molecular weight in g mol⁻¹: 658.2

XYZ file:
```
76
C35H37BrNiP2 ωB97M-V/def2-TZVPD
Ni -0.305 0.367 -1.723
C -1.842 0.995 -2.735
C -1.864 -0.394 -2.544
C -1.240 -1.400 -3.483
C 0.186 -1.012 -3.960
C 0.968 -0.149 -2.981
C 0.915 1.267 -2.888
C 0.129 2.158 -3.815
C -1.342 1.694 -3.974
C 1.627 0.084 3.361
H -2.574 1.575 -2.165
H -2.661 -0.779 -1.899
H -1.899 -1.625 -4.328
H -1.169 -2.344 -2.927
H 0.743 -1.949 -4.051
H 0.156 -0.572 -4.961
H 1.875 -0.623 -2.582
H 1.763 1.791 -2.436
H 0.597 2.225 -4.807
H 0.127 3.173 -3.384
H -1.956 2.587 -4.148
H -1.429 1.062 -4.864
H 0.988 0.952 3.544
H 2.515 0.144 3.997
H 1.126 -0.867 3.586
P -1.858 -0.484 1.174
P 2.120 0.086 1.652
C -0.378 -0.652 0.161
C 1.013 -0.405 0.340
C -2.641 -2.067 1.461
C -2.921 -2.967 0.408
C -3.578 -4.171 0.685
C -3.935 -4.521 1.993
C -3.602 -3.653 3.036
C -2.957 -2.452 2.777
C -2.954 0.717 0.434
C -2.476 2.044 0.301
C -3.387 3.087 0.236
C -4.762 2.828 0.215
C -5.219 1.508 0.223
C -4.327 0.443 0.325
C 3.527 -1.055 1.661
C 3.266 -2.373 2.086
C 4.329 -3.230 2.371
C 5.646 -2.784 2.176
C 5.901 -1.497 1.687
C 4.840 -0.625 1.424
C 2.670 1.710 1.136
C 2.571 2.789 2.023
C 2.863 4.076 1.570
C 3.200 4.291 0.224
C 3.303 3.206 -0.660
C 3.065 1.913 -0.201
H -0.540 -1.597 -0.403
H 1.612 -1.045 -0.337
H -2.628 -2.734 -0.617
H -3.809 -4.856 -0.126
H -4.448 -5.459 2.206
H -3.847 -3.908 4.065
H -2.679 -1.791 3.599
H -1.401 2.254 0.264
H -3.014 4.115 0.224
H -5.469 3.662 0.187
H -6.291 1.306 0.162
H -4.683 -0.593 0.354
H 2.232 -2.721 2.195
H 4.130 -4.242 2.730
H 6.478 -3.446 2.410
H 6.924 -1.165 1.497
H 5.016 0.378 1.030
H 2.291 2.609 3.062
H 2.834 4.903 2.281
H 3.383 5.304 -0.133
H 3.590 3.374 -1.705
H 3.179 1.057 -0.874
Br -1.608 0.469 3.177
```

[11]
Formula: C2H3O2S2
Source: the OMol25 dataset
Level of theory: ωB97M-V/def2-TZVPD

Computed properties:
Electronic energy in hartree: -1024.8952
Energy above the lowest of the compared OMol25 structures with the same formula, charge and spin in kJ/mol: 102.3
Charge: -1
E_LUMO (spin up / spin down) in eV: 2.998 / 2.997
HOMO-LUMO gap (spin up / spin down) in eV: 7.0 / 7.0
Molecular weight in g mol⁻¹: 123.2

XYZ file:
```
9
C2H3O2S2 ωB97M-V/def2-TZVPD
C -0.162 0.296 -2.047
C 0.138 -0.782 1.602
O 0.789 -0.342 -2.231
O -1.279 0.474 -2.239
S 0.447 1.612 -0.448
S 1.141 -1.214 2.811
H -0.712 1.351 0.185
H -0.805 -0.345 1.757
H 0.443 -1.049 0.609
```

[12]
Formula: CH7INP2
Source: the OMol25 dataset
Level of theory: ωB97M-V/def2-TZVPD

Computed properties:
Electronic energy in hartree: -1077.1007
Energy above the lowest of the compared OMol25 structures with the same formula, charge and spin in kJ/mol: 37.0
Charge: +1
E_LUMO (spin up / spin down) in eV: -5.918 / -5.917
HOMO-LUMO gap (spin up / spin down) in eV: 7.2 / 7.3
Molecular weight in g mol⁻¹: 221.9

XYZ file:
```
12
CH7INP2 ωB97M-V/def2-TZVPD
C -0.731 -0.079 -1.803
N 1.472 -0.540 1.420
P -1.512 1.102 -2.891
P -0.634 -0.204 -0.063
I 0.553 -1.447 -2.778
H 1.021 -0.593 2.331
H 2.033 -1.375 1.301
H 2.078 0.272 1.427
H -0.375 1.543 -3.567
H -1.647 2.134 -1.970
H -1.895 0.281 0.271
H -0.778 -1.560 0.153
```

Q: What is the charge in the third record?
A: 0